Record 1
{"formula": "C25H28N3O3SSe2W", "method": "ωB97M-V/def2-TZVPD", "total_energy_ha": -6627.361017, "multiplicity": 3, "homo_lumo_gap_ev": [6.92, 6.31], "total_charge": 1, "e_lumo_ev": [-3.093, -3.934], "s_squared": 2.0213, "relative_energy_kj_mol": 178.8, "e_homo_ha": [-0.368, -0.376], "elements": ["W", "O", "C", "C", "C", "C", "C", "C", "C", "N", "C", "C", "N", "C", "C", "C", "C", "C", "C", "C", "O", "H", "H", "H", "H", "H", "H", "H", "H", "H", "H", "H", "H", "H", "H", "C", "Se", "C", "C", "Se", "C", "H", "H", "H", "H", "H", "H", "H", "H", "H", "H", "O", "N", "C", "C", "C", "C", "C", "S", "H", "H", "H", "H"], "positions_angstrom": [[1.020, 0.240, 0.043], [-0.161, 0.809, 1.589], [-0.966, 0.047, 2.311], [-2.208, 0.539, 2.724], [-3.025, -0.243, 3.516], [-2.632, -1.514, 3.950], [-1.395, -1.990, 3.582], [-0.558, -1.231, 2.750], [0.781, -1.691, 2.488], [1.601, -1.173, 1.644], [3.009, -1.559, 1.680], [3.845, -0.353, 1.217], [3.041, 0.642, 0.508], [2.526, 1.654, 1.213], [2.051, 2.854, 0.538], [2.002, 4.107, 1.158], [1.738, 5.238, 0.416], [1.527, 5.133, -0.961], [1.517, 3.901, -1.591], [1.732, 2.756, -0.834], [1.552, 1.534, -1.360], [-2.502, 1.530, 2.406], [-3.989, 0.144, 3.819], [-3.280, -2.098, 4.588], [-1.051, -2.955, 3.939], [1.135, -2.517, 3.109], [3.173, -2.408, 1.017], [3.285, -1.847, 2.694], [4.614, -0.692, 0.526], [4.339, 0.127, 2.064], [2.743, 1.703, 2.281], [2.215, 4.186, 2.217], [1.721, 6.207, 0.895], [1.353, 6.028, -1.545], [1.316, 3.798, -2.650], [-1.985, 3.340, -2.113], [-1.626, 2.123, -0.643], [-2.839, 0.716, -1.254], [-2.588, 0.197, -2.668], [-0.698, 0.142, -3.161], [-0.800, -1.247, -4.514], [-3.061, 3.482, -2.186], [-1.578, 2.956, -3.046], [-1.512, 4.288, -1.870], [-3.843, 1.136, -1.203], [-2.753, -0.068, -0.504], [-3.102, 0.837, -3.384], [-2.985, -0.813, -2.772], [-1.353, -2.106, -4.138], [0.227, -1.543, -4.720], [-1.258, -0.882, -5.430], [-0.497, -1.115, -0.145], [-0.226, -2.407, -0.405], [-1.188, -3.288, -0.047], [-1.032, -4.615, -0.316], [0.136, -5.028, -0.974], [1.087, -4.110, -1.332], [0.917, -2.743, -1.042], [2.048, -1.529, -1.448], [-2.038, -2.843, 0.447], [-1.803, -5.312, -0.026], [0.286, -6.075, -1.201], [1.993, -4.402, -1.844]], "atomic_forces_ev_per_a": [[0.4, -1.2, 0.2], [-0.1, 0.0, -0.5], [0.1, 0.0, 0.2], [0.0, -0.1, 0.0], [-0.1, 0.0, 0.0], [0.0, 0.0, 0.0], [-0.1, 0.0, 0.0], [0.1, -0.1, -0.1], [0.0, 0.1, 0.2], [-0.2, 0.1, -0.2], [0.0, -0.1, 0.0], [0.1, 0.1, 0.0], [-0.3, -0.2, 0.5], [0.8, 0.5, -0.4], [0.0, 0.1, -0.2], [0.1, 0.0, 0.2], [0.0, 0.0, 0.0], [0.0, 0.0, 0.0], [0.0, 0.0, 0.0], [-0.1, 0.0, -0.1], [-0.2, -0.1, 0.4], [0.0, 0.0, 0.0], [0.0, 0.0, 0.0], [0.0, 0.0, 0.0], [0.0, 0.0, 0.0], [0.1, 0.1, 0.1], [0.0, 0.0, 0.0], [0.0, 0.0, 0.0], [0.0, 0.0, 0.0], [0.0, 0.0, 0.0], [-0.3, 0.1, 0.1], [0.0, 0.0, 0.0], [0.0, 0.0, 0.0], [0.0, 0.0, 0.0], [0.0, 0.0, 0.0], [0.1, 0.1, -0.1], [-0.2, 0.0, 0.0], [0.0, 0.0, 0.0], [-0.1, 0.1, -0.1], [0.0, 0.0, -0.1], [-0.1, 0.0, -0.1], [0.0, 0.0, 0.0], [0.0, 0.0, 0.0], [0.0, 0.0, 0.0], [0.0, -0.1, 0.1], [0.0, 0.0, 0.0], [0.0, 0.0, 0.0], [0.0, 0.0, 0.0], [0.0, 0.0, 0.0], [0.0, 0.0, 0.0], [0.0, 0.0, 0.0], [0.1, 0.3, 0.2], [-0.1, 0.1, -0.2], [0.0, 0.0, 0.0], [0.0, 0.0, 0.0], [-0.1, -0.1, 0.0], [0.0, 0.1, 0.0], [-0.1, -0.2, 0.0], [0.0, 0.3, 0.0], [0.0, 0.0, 0.0], [0.0, 0.0, 0.0], [0.0, 0.0, 0.0], [0.0, 0.0, 0.0]], "lowdin_spin": [1.2748, 0.0958, 0.0096, 0.0079, 0.0050, 0.0095, 0.0024, 0.0112, 0.0142, -0.0096, 0.0020, 0.0075, 0.1231, 0.1150, 0.0335, 0.0362, 0.0029, 0.0486, -0.0053, 0.0546, 0.0424, 0.0003, 0.0001, 0.0005, -0.0002, -0.0001, -0.0003, 0.0000, 0.0053, -0.0009, 0.0027, 0.0013, -0.0005, 0.0027, -0.0012, -0.0002, 0.0024, 0.0007, 0.0002, 0.0063, 0.0026, 0.0001, 0.0000, 0.0000, 0.0001, 0.0000, 0.0001, 0.0000, 0.0000, 0.0004, 0.0004, 0.0356, 0.0077, -0.0017, 0.0039, -0.0018, 0.0033, 0.0024, 0.0461, -0.0001, 0.0003, -0.0002, 0.0002]}

Record 2
{"formula": "C4H6ClN3", "method": "ωB97M-V/def2-TZVPD", "total_energy_ha": -780.371977, "homo_lumo_gap_ev": 8.22, "total_charge": 0, "e_lumo_ev": 0.722, "relative_energy_kj_mol": 376.3, "e_homo_ha": -0.276, "elements": ["C", "C", "C", "C", "N", "N", "N", "Cl", "H", "H", "H", "H", "H", "H"], "positions_angstrom": [[1.668, 1.543, -0.532], [0.802, 0.404, -0.301], [1.382, -0.769, -0.056], [-0.753, 0.493, -0.231], [2.798, 1.664, 0.101], [3.743, 1.311, 0.651], [0.664, -1.911, 0.339], [3.075, -1.127, -0.229], [1.395, 2.309, -1.202], [-1.105, -0.420, 0.378], [-1.190, 0.294, -1.206], [-1.166, 1.363, 0.109], [1.122, -2.455, 0.999], [-0.368, -1.798, 0.628]], "atomic_forces_ev_per_a": [[-0.4, 0.5, -0.2], [-0.4, 0.4, 0.3], [-0.9, -1.4, 0.6], [1.7, -4.0, -0.5], [1.1, -1.6, 0.5], [-1.0, 1.7, -0.2], [-2.8, 0.7, -0.7], [-0.6, -0.3, -0.2], [-0.1, 1.0, -0.4], [0.1, 2.0, -0.6], [0.1, 0.1, -0.4], [-0.7, 2.3, 1.2], [1.1, -1.2, 1.2], [2.7, -0.1, -0.7]], "mulliken_charge": [-0.3327, 0.2584, 0.5246, -1.2229, 0.3674, -0.5522, -0.5438, -0.2084, 0.4029, 0.1717, 0.2975, 0.4114, 0.2190, 0.2071]}